1.
Formula: C22H26N2O3
Source: the OMol25 dataset
Level of theory: ωB97M-V/def2-TZVPD

Each line ends with the natural charge from an NBO analysis.
CARTESIAN COORDINATES (ANGSTROEM)
C 5.0100 3.2138 4.1694  -0.254
O 4.1886 2.1281 3.8127  -0.505
C 3.3602 2.2606 2.7434  0.388
C 3.2806 3.3847 1.9279  -0.330
C 2.3945 3.4014 0.8633  -0.177
C 1.5879 2.3135 0.5920  -0.237
C 1.6711 1.1832 1.4001  -0.099
C 0.7499 0.0232 1.1619  0.662
O -0.3571 -0.0277 1.6684  -0.621
N 1.2125 -0.9424 0.3368  -0.442
C 0.3527 -2.0639 -0.0100  -0.234
C 0.6717 -2.5928 -1.4100  -0.410
C 1.0612 -1.4906 -2.4096  -0.304
C -0.1855 -0.7050 -2.8286  0.686
O -0.7174 -0.8993 -3.9020  -0.628
N -0.6233 0.2136 -1.9422  -0.629
C -1.9234 0.8469 -2.0909  -0.243
C -2.9928 0.0013 -1.4468  -0.070
C -3.1208 -0.0358 -0.0635  -0.210
C -4.0571 -0.8621 0.5295  -0.202
C -4.8858 -1.6693 -0.2400  -0.020
C -5.9171 -2.5435 0.4073  -0.626
C -4.7481 -1.6331 -1.6217  -0.235
C -3.8100 -0.8115 -2.2198  -0.139
C 2.2020 -0.6097 -1.8612  -0.415
C 2.4638 -0.8876 -0.3766  -0.219
C 2.5462 1.1599 2.4705  -0.265
H 5.7226 3.4577 3.3747  0.176
H 4.4185 4.1017 4.4139  0.178
H 5.5559 2.8909 5.0542  0.203
H 3.8954 4.2510 2.1135  0.221
H 2.3360 4.2814 0.2400  0.218
H 0.8944 2.3428 -0.2353  0.215
H 0.4880 -2.8670 0.7255  0.204
H -0.6863 -1.7291 0.0666  0.240
H -0.1980 -3.1306 -1.7903  0.237
H 1.4969 -3.3060 -1.3529  0.206
H 1.3927 -1.9886 -3.3259  0.240
H -0.2403 0.2188 -1.0110  0.400
H -2.1101 0.9479 -3.1617  0.234
H -1.8761 1.8363 -1.6278  0.204
H -2.4776 0.5683 0.5599  0.230
H -4.1390 -0.8825 1.6065  0.210
H -6.1403 -3.4078 -0.2141  0.214
H -6.8419 -1.9832 0.5507  0.219
H -5.5780 -2.8856 1.3825  0.215
H -5.3791 -2.2590 -2.2369  0.206
H -3.7016 -0.8061 -3.2942  0.212
H 1.9502 0.4446 -1.9895  0.218
H 3.1206 -0.7950 -2.4187  0.220
H 2.9766 -1.8468 -0.2538  0.195
H 3.0946 -0.1066 0.0497  0.235
H 2.6115 0.2967 3.1140  0.228

Calculated total energy, hartree: -1189.198126
LUMO level, eV: 0.657
ΔE to the lowest compared entry with this formula, charge and spin, eV: 1.098
Multiplicity: 1
Orbital gap, hartree: 0.3426
HOMO level, eV: -8.667
F_max, eV Å⁻¹: 0.772

---

2.
Formula: C5H4N3P
Source: the OMol25 dataset
Level of theory: ωB97M-V/def2-TZVPD

Each line ends with the natural charge from an NBO analysis.
CARTESIAN COORDINATES (ANGSTROEM)
C 1.1212 1.0176 0.1308  0.101
C 2.2673 -0.9255 0.1715  0.254
C -0.1038 0.3389 -0.0719  0.015
C 0.0480 -1.0557 -0.2421  0.062
C -2.4652 0.7590 -0.0549  -0.394
N 2.2696 0.3946 0.2477  -0.444
N 1.2016 -1.6571 -0.0938  -0.443
N -1.2201 1.0871 -0.1377  -0.394
P -3.5339 -0.5704 0.1511  0.445
H 1.1416 2.0969 0.1924  0.205
H 3.1987 -1.4450 0.3328  0.184
H -3.1216 1.6438 -0.1390  0.216
H -0.8033 -1.6844 -0.4871  0.193

Calculated total energy, hartree: -698.426864
LUMO level (spin up / spin down), eV: -1.893 / -2.555
ΔE to the lowest compared entry with this formula, charge and spin, eV: 0.725
Multiplicity: 1
Orbital gap (spin up / spin down), hartree: 0.2477 / 0.2234
HOMO level (spin up / spin down), eV: -8.633 / -8.633
F_max, eV Å⁻¹: 2.174

---

3.
Formula: C5H11OS
Source: the OMol25 dataset
Level of theory: ωB97M-V/def2-TZVPD

Each line ends with the natural charge from an NBO analysis.
CARTESIAN COORDINATES (ANGSTROEM)
C 2.1118 -1.2798 0.9905  -0.753
S 2.1981 -0.1115 -0.3999  0.142
C 0.9650 1.1223 0.0962  -0.515
C -0.4166 0.6593 0.5388  -0.452
C -1.0894 -0.4198 -0.3239  -0.432
C -1.9553 0.1962 -1.4436  -0.029
O -2.6824 1.2601 -0.9926  -0.977
H 1.6893 -0.7850 1.8705  0.217
H 3.1189 -1.5897 1.2647  0.209
H 1.4377 -2.0925 0.7285  0.216
H 1.4084 1.7568 0.8686  0.193
H 0.8360 1.7193 -0.7987  0.226
H -1.1144 1.4998 0.4777  0.279
H -0.4338 0.3060 1.5786  0.169
H -0.3599 -1.1476 -0.6946  0.169
H -1.7628 -0.9592 0.3468  0.179
H -1.3327 0.4987 -2.3076  0.079
H -2.6180 -0.6333 -1.7997  0.081

Calculated total energy, hartree: -670.510552
LUMO level, eV: 3.168
ΔE to the lowest compared entry with this formula, charge and spin, eV: 1.467
Charge: -1
Multiplicity: 1
Orbital gap, hartree: 0.1989
HOMO level, eV: -2.243
F_max, eV Å⁻¹: 1.387

---

4.
Formula: C17H34I2N2O6P
Source: the OMol25 dataset
Level of theory: ωB97M-V/def2-TZVPD

Each line ends with the natural charge from an NBO analysis.
CARTESIAN COORDINATES (ANGSTROEM)
C 0.4417 2.3216 -0.3037  -0.663
C -0.4152 1.0483 -0.6722  -0.351
I 0.1045 -0.6784 0.5229  0.095
C -0.4578 0.7926 -2.2476  -0.408
I -2.5013 1.0679 -2.9028  0.164
C 0.1884 -0.5221 -2.7457  -0.004
C -0.5914 -1.5721 -3.3387  -0.138
C -0.0172 -2.7859 -3.8445  0.046
C -0.8857 -3.8766 -4.5162  -0.442
C -1.7638 -3.1549 -5.6156  -0.222
N -0.9626 -2.1552 -6.3754  -0.849
C 1.3836 -2.9189 -3.6947  0.075
N 2.1479 -1.9484 -3.1371  -0.269
C 3.6140 -2.2473 -3.0434  -0.222
C 3.9309 -2.5164 -1.5109  -0.450
C 4.6177 -3.8823 -1.2683  -0.073
O 3.6906 -4.9454 -1.5127  -0.725
C 1.6094 -0.7718 -2.6885  -0.087
P 2.7151 0.5683 -1.9677  1.470
O 2.4697 1.8963 -2.5926  -1.057
H 1.4127 2.0734 0.1644  0.207
H -0.1226 2.9130 0.4500  0.263
H 0.6048 2.9871 -1.1715  0.244
H -1.4472 1.3187 -0.3760  0.279
H 0.1232 1.6158 -2.7198  0.292
H -1.6886 -1.4990 -3.4353  0.253
H -0.2649 -4.6622 -4.9882  0.234
H -1.5372 -4.2944 -3.7228  0.241
H -2.6440 -2.6735 -5.1323  0.183
H -2.0897 -3.9179 -6.3559  0.219
H -1.2057 -1.2267 -6.0226  0.358
H -1.2935 -2.1554 -7.3422  0.378
H 1.8661 -3.8396 -4.0635  0.246
H 4.2199 -1.4148 -3.4399  0.237
H 3.8057 -3.1638 -3.6340  0.244
H 2.9831 -2.4325 -0.9286  0.221
H 4.5472 -1.6473 -1.1752  0.223
H 4.8623 -3.9224 -0.1774  0.187
H 5.5800 -4.0131 -1.7977  0.204
H 3.1206 -5.0288 -0.7354  0.478
H 4.0764 0.2168 -2.2074  -0.054
H 2.5542 0.5163 -0.5600  -0.034
C -1.4599 1.8720 2.9251  -0.092
C -2.2363 2.5540 4.0330  -0.101
O -3.6266 2.2384 3.8989  -0.731
O -1.9605 2.2888 1.6558  -0.757
H -0.3980 2.1182 2.9784  0.187
H -1.5778 0.7834 2.9859  0.155
H -2.1459 3.6366 3.9528  0.193
H -1.8877 2.2404 5.0173  0.194
H -3.7376 1.3058 4.1179  0.467
H -2.9217 2.3518 1.7592  0.489
C -2.1860 4.5720 7.4438  -0.090
C -3.2622 3.7285 8.0986  -0.098
O -2.6663 2.8618 9.0665  -0.729
O -1.2102 3.7311 6.8375  -0.733
H -2.6082 5.2206 6.6750  0.187
H -1.6757 5.1906 8.1917  0.159
H -3.7490 3.0911 7.3600  0.187
H -4.0166 4.3531 8.5851  0.175
H -2.3632 3.4077 9.8015  0.469
H -1.0921 2.9849 7.4426  0.477

Calculated total energy, hartree: -2165.546623
LUMO level, eV: -4.043
Charge: +1
Multiplicity: 1
Orbital gap, hartree: 0.2813
HOMO level, eV: -11.697
F_max, eV Å⁻¹: 2.003

---

5.
Formula: C46H50NO2P2RuS4Sb2Te
Source: the OMol25 dataset
Level of theory: ωB97M-V/def2-TZVPD

Each line ends with the Löwdin charge.
CARTESIAN COORDINATES (ANGSTROEM)
Ru -0.4557 0.5988 -0.8881  0.346
S -0.9372 1.9441 1.5992  0.333
P 0.8219 1.0670 1.9178  0.421
C 1.0930 -0.1232 0.6687  -0.579
P 2.5864 -0.1511 -0.2477  0.451
S 2.1760 0.4153 -2.1267  0.256
C 3.1775 -1.8869 -0.2635  -0.334
C 4.0487 -2.3800 0.7025  -0.089
C 4.4164 -3.7114 0.6745  -0.081
C 3.9177 -4.5579 -0.3023  -0.086
C 3.0681 -4.0670 -1.2784  -0.074
C 2.7024 -2.7332 -1.2565  -0.109
C 4.1233 0.6961 0.2619  -0.355
C 4.5220 0.7466 1.5903  -0.121
C 5.7395 1.3114 1.9164  -0.074
C 6.5719 1.7961 0.9216  -0.079
C 6.1790 1.7268 -0.4038  -0.073
C 4.9507 1.1874 -0.7378  -0.105
C 2.0750 2.3817 2.0680  -0.353
C 2.4893 3.0186 0.9030  -0.124
C 3.4761 3.9849 0.9577  -0.062
C 4.0417 4.3211 2.1771  -0.078
C 3.6149 3.6994 3.3399  -0.081
C 2.6314 2.7274 3.2923  -0.083
C 0.7241 0.2961 3.5757  -0.406
C 1.6955 -0.5975 4.0093  -0.125
C 1.5910 -1.1808 5.2580  -0.085
C 0.4979 -0.9064 6.0645  -0.084
C -0.4833 -0.0323 5.6259  -0.087
C -0.3677 0.5760 4.3895  -0.149
H 4.4547 -1.7302 1.4641  0.092
H 5.1042 -4.0900 1.4168  0.104
H 4.1948 -5.6002 -0.2960  0.101
H 2.7157 -4.7211 -2.0638  0.104
H 2.0631 -2.3174 -2.0206  0.033
H 3.8720 0.3745 2.3708  0.085
H 6.0370 1.3746 2.9514  0.109
H 7.5275 2.2267 1.1836  0.103
H 6.8344 2.0935 -1.1785  0.104
H 4.6249 1.1421 -1.7685  0.054
H 2.0283 2.7557 -0.0435  0.036
H 3.8150 4.4650 0.0512  0.113
H 4.8145 5.0744 2.2241  0.105
H 4.0544 3.9695 4.2900  0.105
H 2.2961 2.2423 4.1996  0.106
H 2.5364 -0.8365 3.3731  0.091
H 2.3670 -1.8497 5.6006  0.106
H 0.4156 -1.3806 7.0308  0.103
H -1.3360 0.1779 6.2536  0.105
H -1.1143 1.2786 4.0446  0.052
C -1.8950 -4.5568 2.6861  -0.336
Sb -1.0229 -2.5767 2.5400  1.405
C 0.9391 -3.3984 2.1198  -0.320
C -1.4932 -2.4123 0.3881  -0.341
C -2.9040 -2.7529 0.1320  -0.324
C -3.2177 -3.9595 -0.4957  -0.065
C -4.5264 -4.3667 -0.6755  -0.088
C -5.5584 -3.5792 -0.1937  -0.090
C -5.2682 -2.3748 0.4157  -0.068
C -3.9597 -1.9292 0.5726  -0.325
C -3.7184 -0.5750 1.1081  -0.291
Sb -3.2106 0.7527 -0.6022  1.365
C -5.0350 0.3272 -1.6588  -0.259
C -3.9333 2.5966 0.2726  -0.304
H -1.5179 -5.0270 3.5877  -0.009
H -1.6220 -5.1505 1.8199  -0.001
H -2.9747 -4.4925 2.7554  -0.006
H 0.8265 -4.2935 1.5163  0.006
H 1.4599 -3.6485 3.0359  -0.002
H 1.5060 -2.6541 1.5709  -0.042
H -0.8185 -3.0883 -0.1375  0.059
H -1.2152 -1.3671 0.1352  -0.043
H -2.4171 -4.5911 -0.8577  0.111
H -4.7480 -5.3013 -1.1711  0.100
H -6.5848 -3.8988 -0.2881  0.099
H -6.0684 -1.7506 0.7849  0.111
H -2.8844 -0.5146 1.8063  -0.005
H -4.6113 -0.1558 1.5650  0.068
H -5.8619 0.5704 -1.0015  0.017
H -5.0831 -0.7200 -1.9331  0.005
H -5.0778 0.9415 -2.5503  -0.019
H -5.0150 2.6321 0.1699  0.006
H -3.4884 3.4461 -0.2404  0.000
H -3.6473 2.6362 1.3216  -0.025
C -2.7106 -1.2908 -3.6192  -0.378
Te -0.7058 -0.5711 -3.4150  1.307
C -0.0240 -2.6430 -3.5957  -0.385
H -2.7567 -1.9336 -4.4932  0.020
H -3.3432 -0.4262 -3.7769  -0.037
H -3.0208 -1.8506 -2.7359  0.000
H -0.0729 -3.2034 -2.6658  -0.008
H 0.9974 -2.6352 -3.9671  -0.006
H -0.6651 -3.1233 -4.3318  0.000
O -4.0931 1.8543 -4.2836  -0.304
S -2.6865 2.0617 -4.4922  0.606
O -2.0453 1.2057 -5.4536  -0.359
N -1.8687 1.9248 -3.0570  -0.330
C -1.2260 3.0404 -2.7922  -0.824
S -0.1707 3.1350 -1.4943  0.701
C -1.4918 4.1684 -3.6852  -0.227
C -1.0444 5.4802 -3.5820  -0.014
C -1.4706 6.3947 -4.5327  -0.058
C -2.3186 6.0159 -5.5652  -0.058
C -2.7460 4.6981 -5.6849  -0.029
C -2.3187 3.7984 -4.7400  -0.193
H -0.3870 5.7657 -2.7753  0.106
H -1.1347 7.4193 -4.4765  0.108
H -2.6489 6.7473 -6.2866  0.108
H -3.3878 4.3871 -6.4929  0.122

Calculated total energy, hartree: -5106.883069
LUMO level (spin up / spin down), eV: -0.895 / -0.687
Multiplicity: 2
Orbital gap (spin up / spin down), hartree: 0.2107 / 0.2460
HOMO level (spin up / spin down), eV: -6.627 / -7.382
F_max, eV Å⁻¹: 2.001

---

6.
Formula: C30H46Cl2N3O6SbSi3V
Source: the OMol25 dataset
Level of theory: ωB97M-V/def2-TZVPD

Each line ends with the Löwdin charge.
CARTESIAN COORDINATES (ANGSTROEM)
V -0.3111 -0.2438 0.1880  0.861
C -0.6178 -2.6356 -3.3826  0.012
C -0.0212 -1.6041 -2.4674  -0.433
O -0.3135 -1.7305 -1.2314  -0.193
C 0.8125 -0.6063 -2.9546  -0.022
C 1.5961 0.2008 -2.1044  -0.289
C 2.7352 0.9733 -2.6950  -0.018
N 1.3775 0.2469 -0.7963  -0.045
N 2.3685 0.9106 -0.0735  0.105
C 2.1221 0.7291 1.1833  -0.461
O 1.1458 -0.0207 1.5991  -0.260
C 2.8754 1.5212 2.1894  -0.144
C 4.0851 2.1318 1.8668  -0.025
C 4.7351 2.9171 2.8052  -0.080
C 4.1785 3.1085 4.0645  -0.088
C 2.9682 2.5107 4.3847  -0.073
C 2.3188 1.7154 3.4510  -0.032
H -0.1826 -3.6099 -3.1497  0.080
H -1.6905 -2.7058 -3.1934  0.092
H -0.4364 -2.4114 -4.4320  0.083
H 1.0231 -0.5843 -4.0134  0.108
H 2.7102 0.9141 -3.7813  0.078
H 2.6896 2.0110 -2.3652  0.084
H 3.6842 0.5757 -2.3331  0.089
H 4.5027 1.9875 0.8786  0.111
H 5.6785 3.3839 2.5513  0.102
H 4.6897 3.7264 4.7926  0.101
H 2.5258 2.6681 5.3613  0.105
H 1.3695 1.2477 3.6838  0.106
Cl -2.4752 6.0524 4.1446  0.657
C -2.0736 4.6481 3.2050  -0.674
C -2.8515 3.5065 3.3111  -0.123
C -2.5245 2.3735 2.5936  -0.552
Cl -3.5368 0.9789 2.7304  0.787
C -1.3863 2.3201 1.7463  -0.325
O -0.9813 1.2031 1.2164  -0.201
C -0.6852 3.5472 1.5819  -0.110
C 0.3179 3.7519 0.5286  -0.199
O 0.3877 3.1235 -0.4993  0.045
C -1.0026 4.6739 2.3404  -0.065
H -3.7140 3.4915 3.9638  0.108
H 1.0540 4.5459 0.7509  0.133
H -0.4203 5.5808 2.2230  0.116
N -1.4227 0.8048 -1.3055  0.007
C -2.8666 0.5310 -1.2268  -0.090
C -3.1004 -0.8017 -0.5210  -0.634
O -4.0680 -1.4920 -0.7940  0.053
O -2.2192 -1.0565 0.3967  -0.273
H -1.1936 1.7746 -1.1051  0.086
H -1.0428 0.5981 -2.2235  0.090
H -3.3443 0.5505 -2.2014  0.126
H -3.3344 1.2911 -0.6004  0.128
C -2.4062 -4.4089 -0.5698  -0.191
Si -0.8385 -4.6407 0.4205  0.372
C -1.1114 -6.0142 1.6698  -0.222
C 0.6468 -5.0554 -0.6567  -0.218
Sb -0.1906 -2.5221 1.6906  1.179
Si -1.5698 -2.2816 3.8114  0.357
C -1.0742 -0.6374 4.5679  -0.219
C -1.0727 -3.6713 4.9701  -0.220
C -3.3768 -2.3909 3.3452  -0.226
Si 2.1913 -3.0338 2.4678  0.357
C 2.3598 -4.8671 2.8471  -0.219
C 2.6014 -2.0701 4.0163  -0.195
C 3.3407 -2.6063 1.0516  -0.196
H -2.2846 -4.8580 -1.5614  0.033
H -2.7114 -3.3716 -0.6976  -0.004
H -3.2234 -4.9360 -0.0675  0.039
H -1.3448 -6.9382 1.1270  0.038
H -1.9697 -5.7893 2.3105  0.023
H -0.2440 -6.2063 2.3048  0.011
H 0.3350 -5.7019 -1.4834  0.034
H 1.3981 -5.6003 -0.0774  0.016
H 1.1191 -4.1660 -1.0761  0.012
H -0.1916 -0.7718 5.2005  0.026
H -1.8828 -0.2436 5.1899  0.033
H -0.8396 0.1110 3.8089  0.000
H 0.0067 -3.6865 5.1432  0.013
H -1.3755 -4.6529 4.5963  0.021
H -1.5585 -3.5150 5.9402  0.037
H -3.5588 -1.9886 2.3482  0.003
H -3.9878 -1.8380 4.0648  0.028
H -3.7011 -3.4360 3.3644  0.031
H 1.5716 -5.2427 3.5045  0.017
H 3.3188 -5.0326 3.3514  0.035
H 2.3583 -5.4713 1.9354  0.014
H 1.8167 -2.1503 4.7729  0.012
H 2.7638 -1.0140 3.8112  0.014
H 3.5186 -2.4888 4.4464  0.038
H 3.1583 -3.2652 0.1990  0.023
H 4.3793 -2.7516 1.3694  0.039
H 3.2311 -1.5718 0.7160  0.012

Calculated total energy, hartree: -4759.813913
LUMO level (spin up / spin down), eV: -1.132 / -0.036
ΔE to the lowest compared entry with this formula, charge and spin, eV: 0.362
Multiplicity: 2
Orbital gap (spin up / spin down), hartree: 0.2470 / 0.2858
HOMO level (spin up / spin down), eV: -7.852 / -7.812
F_max, eV Å⁻¹: 1.198

---

> Which formula does entry 2 have?

C5H4N3P

---

> calculated total energy of number 4 (C17H34I2N2O6P)?

-2165.546623 hartree